(1)
C2H3O2S2 as an isolated structure in a non-equilibrium geometry, computed with ωB97M-V/def2-TZVPD.

```
9
Properties=species:S:1:pos:R:3:forces:R:3:mulliken_charge:R:1
S -0.06292 2.17816 0.11270 0.3 1.3 0.3 -0.542
S 1.98796 -0.13383 -0.19299 0.1 0.3 -0.7 -0.310
O -0.72315 -0.85199 0.91250 0.6 1.4 -1.6 -0.487
O -1.80457 -0.09862 -0.93440 0.4 -0.4 0.3 -0.611
C -0.75645 -0.07267 -0.31003 -1.3 -0.7 -0.6 0.359
C 0.42256 0.75290 -0.79790 0.2 -1.7 2.3 -0.146
H 0.53441 0.85089 -1.86900 -0.3 -0.2 -0.2 0.307
H -1.66577 -1.01663 1.05002 0.1 0.0 -0.1 0.283
H 1.39764 -0.57594 0.91141 0.1 0.0 0.2 0.147
```
Positions in Å, forces in eV/Å.

* ΔE to the lowest compared entry with this formula, charge and spin: 17.2 kcal/mol
* HOMO: -3.103 eV
* orbital gap: 6.62 eV
* electronic energy: -1024.9067 hartree
* total charge: -1



(2)
C2H3O2V as an isolated structure in a non-equilibrium geometry, computed with ωB97M-V/def2-TZVPD.

```
8
Properties=species:S:1:pos:R:3:forces:R:3:lowdin_spin:R:1
V 0.93876 1.42790 0.25345 -0.8 0.2 0.3 3.771
O -2.65324 0.80128 -0.56832 0.9 -0.7 0.3 0.006
O 1.63246 -0.15678 -0.61116 0.1 -1.7 -0.6 0.098
C -1.73492 0.25609 -0.08318 -0.8 0.7 -0.2 0.018
C -0.63966 -0.25084 0.41695 0.8 -1.0 -0.3 0.060
H -0.60380 -0.64124 1.43358 -0.3 0.1 -0.2 0.012
H 0.53166 -0.97114 -0.39924 0.0 2.8 0.8 0.021
H 2.52873 -0.46526 -0.44207 0.0 -0.3 -0.1 0.015
```
Positions in Å, forces in eV/Å.

* ΔE to the lowest compared entry with this formula, charge and spin: 29.1 kcal/mol
* HOMO (spin up / spin down): -6.594 / -9.363 eV
* expectation value of S²: 6.006
* orbital gap (spin up / spin down): 6.67 / 9.40 eV
* electronic energy: -1172.3127 hartree
* total charge: 0
* spin multiplicity: 5



(3)
An isolated ion of composition C2H3O3Si and charge -1 in a non-equilibrium geometry, computed with ωB97M-V/def2-TZVPD.

```
9
Properties=species:S:1:pos:R:3:forces:R:3:mulliken_charge:R:1
Si -1.36186 -0.51348 0.24214 1.5 0.4 3.1 0.426
O 2.07654 1.71674 0.52436 -0.9 -2.4 0.5 -0.540
O 1.37941 -1.40406 -0.74954 0.2 0.8 0.5 -0.556
O -1.53634 -0.18361 1.80543 -0.1 -0.4 -2.1 -0.677
C 0.82200 -0.49814 -0.13208 -1.7 -2.4 0.4 0.221
C 1.34330 0.86767 -0.00441 2.8 2.0 1.2 0.228
H -1.98697 -1.85820 -0.18331 0.6 0.7 -0.3 -0.135
H 0.83586 1.25561 -0.80461 -2.0 1.5 -2.8 0.210
H -1.57194 0.61747 -0.69799 -0.5 -0.1 -0.5 -0.176
```
Positions in Å, forces in eV/Å.

* SMILES string: O=CC(=O)[SiH2][O-]
* ΔE to the lowest compared entry with this formula, charge and spin: 22.2 kcal/mol
* HOMO: -3.978 eV
* orbital gap: 7.84 eV
* electronic energy: -593.2115 hartree
* total charge: -1



(4)
C2H3O5P as an isolated structure in a non-equilibrium geometry, computed with ωB97M-V/def2-TZVPD.

```
11
Properties=species:S:1:pos:R:3:forces:R:3:mulliken_charge:R:1
P -3.11081 0.06898 0.02274 0.1 1.1 -2.0 0.770
O -0.45798 1.63524 -0.83199 1.1 2.5 -2.0 -0.546
O -2.53248 -0.98696 -0.87874 0.3 -0.1 -0.4 -0.679
O -4.09583 1.05591 -0.56407 0.6 0.1 -0.2 -0.754
O 1.31979 0.36387 0.11709 0.4 -0.6 -0.3 -0.601
O -3.40243 -0.34679 1.39598 0.0 -0.5 2.7 -0.672
C -0.95961 1.05868 0.07900 -2.9 -3.6 2.1 0.006
C 0.09766 -0.00316 0.73699 -0.9 1.2 -2.3 -0.379
H 0.23874 0.14595 1.74434 -0.2 0.3 2.7 0.263
H -0.42397 -0.97458 0.56214 1.0 0.4 -0.4 0.236
H 0.97068 1.13764 -0.44323 0.5 -0.8 0.0 0.356
```
Positions in Å, forces in eV/Å.

* ΔE to the lowest compared entry with this formula, charge and spin: 63.3 kcal/mol
* HOMO: 0.607 eV
* orbital gap: 6.03 eV
* electronic energy: -795.5812 hartree
* total charge: -2



(5)
A 2-piece molecular cluster, C2H3OS3 overall in a non-equilibrium geometry, computed with ωB97M-V/def2-TZVPD.

```
9
Properties=species:S:1:pos:R:3:forces:R:3:mulliken_charge:R:1
S 0.31455 -1.65417 -0.59357 -0.1 -0.4 1.1 -0.307
S 0.79529 1.85423 -0.58331 2.6 -2.5 -0.3 -0.353
S -2.76288 0.98889 0.54790 -0.3 0.4 -0.6 -0.451
O -1.17615 -0.69857 1.67026 0.7 -0.5 -0.5 -0.673
C -1.44895 -0.05889 0.64707 -0.5 0.6 0.9 0.493
C -0.60323 -0.20748 -0.61285 2.0 0.0 2.7 -0.557
H -0.37567 2.20618 -0.42834 -3.5 1.6 0.5 0.065
H 0.05960 -1.86512 0.84338 0.0 0.7 -1.8 0.228
H -0.86677 0.30092 -1.46454 -0.9 0.3 -1.9 0.555
```
Positions in Å, forces in eV/Å.

* ΔE to the lowest compared entry with this formula, charge and spin: 30.2 kcal/mol
* HOMO: -4.063 eV
* orbital gap: 6.81 eV
* electronic energy: -1347.8118 hartree
* total charge: -1



(6)
C2H3OSm as an isolated structure in a non-equilibrium geometry, computed with ωB97M-V/def2-TZVPD.

```
7
Properties=species:S:1:pos:R:3:forces:R:3:lowdin_spin:R:1
Sm -1.31858 -1.79395 1.94348 0.0 0.2 0.0 6.037
O 0.44104 -0.74531 0.66963 -0.8 -1.3 2.2 0.123
C 0.43334 0.60209 0.28675 0.8 -0.6 -1.8 0.671
C -0.10083 0.87519 -0.88569 -0.4 1.6 -0.5 0.118
H -1.08110 0.52489 -1.22885 0.5 -0.8 0.0 0.025
H 1.33719 -1.10888 0.76489 0.2 0.5 -0.4 0.013
H 0.28894 1.64597 -1.55020 -0.2 0.5 0.6 0.014
```
Positions in Å, forces in eV/Å.

* HOMO (spin up / spin down): -17.511 / -17.894 eV
* expectation value of S²: 15.763
* orbital gap (spin up / spin down): 7.24 / 7.78 eV
* electronic energy: -810.3873 hartree
* total charge: +2
* spin multiplicity: 8



(7)
C2H3OYb as an isolated structure in a non-equilibrium geometry, computed with ωB97M-V/def2-TZVPD.

```
7
Properties=species:S:1:pos:R:3:forces:R:3:mulliken_charge:R:1
Yb 1.88691 1.64983 0.26655 -0.4 0.4 -0.9 1.129
O -0.98001 0.97853 0.19785 -1.3 1.6 0.0 -0.369
C -0.81489 -1.39438 0.27265 -0.5 -0.7 0.0 -0.867
C -1.26190 -0.15975 0.21955 3.3 -0.4 0.1 0.701
H -0.65403 -1.82694 1.26347 -0.4 -0.2 -0.5 0.319
H 2.39072 2.63147 -1.54497 -0.2 -0.5 0.9 -0.235
H -0.56679 -1.87876 -0.67510 -0.5 -0.2 0.5 0.322
```
Positions in Å, forces in eV/Å.

* ΔE to the lowest compared entry with this formula, charge and spin: 40.5 kcal/mol
* HOMO: -13.004 eV
* orbital gap: 7.57 eV
* electronic energy: -1311.5385 hartree
* total charge: +1



(8)
The molecule C2H3P in a non-equilibrium geometry, computed with ωB97M-V/def2-TZVPD.

```
6
Properties=species:S:1:pos:R:3:forces:R:3:mulliken_charge:R:1
P -0.70535 0.65734 -1.25357 1.3 0.1 3.3 0.001
C 0.10517 0.54523 0.62977 -0.3 0.0 -0.4 -0.598
C 0.55722 0.49067 1.77292 -1.3 0.2 -3.3 0.111
H 0.95133 0.43536 2.74480 0.2 0.0 0.5 0.338
H 0.39952 0.01516 -1.82472 0.2 -0.1 -0.2 0.074
H -1.38349 -0.55885 -1.08092 -0.2 -0.2 0.0 0.074
```
Positions in Å, forces in eV/Å.

* SMILES string: C#CP
* ΔE to the lowest compared entry with this formula, charge and spin: 11.7 kcal/mol
* HOMO: -9.853 eV
* orbital gap: 10.71 eV
* electronic energy: -419.2448 hartree
* total charge: 0